(1)
5 unconnected molecules or ions with the total composition CH11NO5 at a distorted geometry, computed with ωB97M-V/def2-TZVPD.

Cartesian coordinates (Å):
C1 0.365 0.009 1.337
N1 0.015 -1.043 2.066
O1 0.654 1.051 1.935
H1 0.378 -0.056 0.240
H2 -0.376 -1.932 1.646
H3 0.128 -0.864 3.059
H4 -0.327 -3.412 0.465
H5 -0.542 -2.250 -0.562
O2 -0.949 -2.711 0.226
H6 0.196 -0.574 -2.114
H7 1.160 -1.780 -2.275
O3 0.260 -1.542 -2.034
H8 -0.118 1.594 -3.008
H9 -0.136 1.822 -1.484
O4 -0.344 1.168 -2.176
H10 -0.487 3.771 -0.274
H11 -0.044 2.627 0.653
O5 0.132 3.039 -0.196

Output
⟨S²⟩ = 0.755
Multiplicity = 2
Charge = +1
Total energy = -475.323910 hartree
E_LUMO (alpha / beta) = -4.61 / -9.65 eV

Mulliken population analysis, charges in e, atoms 1 to 8:
1 C 0.537
2 N -0.161
3 O -0.224
4 H 0.197
5 H 0.311
6 H 0.239
7 H 0.360
8 H 0.433

=====

(2)
5 unconnected molecules or ions with the total composition CH11NO6 at a distorted geometry, computed with ωB97M-V/def2-TZVPD.

Cartesian coordinates (Å):
N1 -1.216 -0.129 1.289
C1 -0.471 1.042 1.501
O1 0.349 1.077 2.410
O2 -1.050 2.087 0.796
H1 -1.216 -0.842 1.969
H2 -1.882 -0.175 0.621
H3 -0.828 2.283 -0.053
O3 0.825 1.840 -2.054
H4 0.034 2.042 -2.512
H5 1.398 1.167 -2.317
O4 0.089 -2.472 -0.189
H6 0.300 -3.296 -0.490
H7 0.753 -1.885 -0.086
O5 -1.470 -0.010 -1.541
H8 -2.165 -0.613 -1.671
H9 -0.692 -0.519 -1.207
O6 2.525 -0.895 1.125
H10 1.816 -0.470 1.797
H11 2.901 -0.233 0.612

Output
SMILES string = NC(=O)O.O.O.O.O
Multiplicity = 1
Total energy = -550.872902 hartree
E_LUMO = 0.25 eV

Mulliken population analysis, charges in e, atoms 1 to 8:
1 N -0.238
2 C 0.627
3 O -0.599
4 O -0.464
5 H 0.170
6 H 0.244
7 H 0.300
8 O -0.599

=====

(3)
5 unconnected molecules or ions with the total composition CH11O4S at a distorted geometry, computed with ωB97M-V/def2-TZVPD.

Cartesian coordinates (Å):
C1 0.013 -3.069 0.157
S1 0.444 -1.163 -0.124
H1 -1.006 -3.072 0.469
H2 0.076 -3.374 -0.931
H3 1.058 -3.462 0.508
H4 0.680 1.908 1.994
H5 0.299 0.764 1.104
O1 -0.070 1.532 1.552
H6 2.738 0.188 -0.804
H7 2.315 1.061 -1.946
O2 3.151 0.667 -1.549
H8 -2.681 -0.665 0.779
H9 -3.787 -0.795 -0.387
O3 -3.665 -0.814 0.643
H10 -0.207 2.726 0.158
H11 0.383 3.202 -1.188
O4 -0.298 3.432 -0.486

Output
Multiplicity = 1
Charge = -1
Total energy = -743.853905 hartree
E_LUMO = 3.49 eV

Mulliken population analysis, charges in e, atoms 1 to 8:
1 C -0.782
2 S -0.631
3 H 0.262
4 H 0.180
5 H 0.189
6 H 0.287
7 H 0.222
8 O -0.687